{
  "formula": "C16H22N4O2",
  "method": "wB97M-V/def2-TZVPD",
  "energy_ev": -27004.931,
  "homo_ev": -8.41,
  "smiles": "CCN(CC)CCNC(=O)Cn1ncc2ccccc2c1=O",
  "de_lowest_ev": 0.563,
  "largest_force_ev_per_a": 1.14,
  "lumo_energy_ev": 0.17,
  "symbols": ["O", "O", "N", "N", "N", "N", "C", "C", "C", "C", "C", "C", "C", "C", "C", "C", "C", "C", "C", "C", "C", "C", "H", "H", "H", "H", "H", "H", "H", "H", "H", "H", "H", "H", "H", "H", "H", "H", "H", "H", "H", "H", "H", "H"],
  "coordinates": [[1.159, -0.247, 0.967], [-2.490, 1.629, 2.796], [0.689, 1.796, 1.817], [-1.589, -1.703, -0.694], [0.761, 3.123, 1.827], [-1.662, -0.078, 1.568], [2.139, 3.065, -0.122], [3.544, 2.995, -2.071], [1.431, 3.740, 0.920], [2.761, 0.936, -1.108], [3.486, 1.601, -2.070], [-1.558, 0.955, 2.411], [1.294, 0.968, 0.893], [2.078, 1.659, -0.126], [-1.997, -3.062, -0.369], [-2.642, -0.720, -0.554], [-1.307, -3.571, 0.896], [-0.112, 1.219, 2.879], [2.882, 3.723, -1.110], [-0.802, -1.594, -1.906], [0.574, -2.227, -1.723], [-2.903, -0.447, 0.930], [1.203, -1.997, -2.580], [1.442, 4.816, 0.995], [4.117, 3.504, -2.832], [2.705, -0.141, -1.087], [-0.142, 1.939, 3.697], [-3.317, -1.340, 1.411], [-1.312, -2.050, -2.775], [-3.586, -1.029, -1.037], [-3.611, 0.374, 1.059], [-1.619, -2.998, 1.764], [-0.838, -0.575, 1.238], [0.504, -3.308, -1.629], [1.028, -1.827, -0.821], [4.015, 1.044, -2.829], [-1.754, -3.731, -1.202], [0.352, 0.281, 3.192], [-1.559, -4.617, 1.062], [-0.664, -0.531, -2.122], [-0.230, -3.479, 0.799], [2.925, 4.802, -1.103], [-3.084, -3.105, -0.230], [-2.312, 0.210, -1.023]],
  "forces_ev_per_angstrom": [[0.13, -0.15, -0.08], [-0.26, 0.29, 0.18], [0.30, -0.56, -0.33], [-0.07, 0.15, -0.15], [-0.05, 1.13, 0.09], [-0.07, -0.48, -0.45], [0.09, -0.67, -0.18], [-0.01, 0.10, 0.02], [-0.15, -0.13, 0.21], [-0.06, -0.04, 0.06], [-0.03, -0.09, 0.03], [0.59, -0.02, 0.28], [-0.03, 0.07, 0.19], [0.15, 0.48, -0.18], [0.16, -0.14, 0.30], [-0.18, 0.06, 0.25], [-0.20, -0.08, -0.27], [-0.43, -0.15, 0.28], [-0.06, 0.00, 0.08], [0.23, -0.04, -0.05], [-0.22, 0.12, -0.10], [-0.16, 0.12, -0.21], [0.11, -0.06, -0.11], [0.00, 0.13, 0.02], [0.04, 0.05, -0.05], [-0.01, -0.11, -0.01], [0.00, -0.13, -0.16], [-0.09, 0.05, -0.03], [0.01, 0.09, 0.04], [0.07, 0.04, 0.00], [0.02, -0.15, 0.00], [-0.02, 0.08, 0.13], [0.02, 0.18, 0.16], [0.04, -0.16, -0.01], [0.09, 0.02, 0.06], [0.04, -0.06, -0.05], [-0.08, 0.05, -0.02], [-0.02, 0.12, -0.01], [0.00, -0.14, 0.11], [-0.06, -0.05, -0.01], [0.14, 0.00, 0.01], [0.02, 0.11, -0.02], [0.04, 0.00, -0.09], [-0.03, -0.03, 0.02]],
  "mulliken_charge": [-0.693, -0.685, 1.083, 0.554, -1.228, 0.113, 0.723, -0.436, -0.655, -0.346, -0.688, 0.775, 0.640, 0.284, -0.933, -0.889, -1.137, -1.042, -0.743, -0.702, -1.049, -0.829, 0.423, 0.378, 0.397, 0.436, 0.355, 0.247, 0.277, 0.349, 0.500, 0.254, 0.157, 0.347, 0.069, 0.421, 0.451, 0.404, 0.447, 0.486, 0.220, 0.410, 0.428, 0.426]
}